No. 1
C6H15N2O4S as an isolated structure at a distorted geometry, computed with ωB97M-V with the def2-TZVPD basis set.

CARTESIAN COORDINATES (ANGSTROEM)
C 1.459 1.066 0.106
C -2.279 -1.536 -0.485
C 2.895 -1.897 0.474
C 4.580 1.394 -0.449
C -2.700 0.711 2.092
C -2.477 1.382 -1.597
N 2.530 0.384 0.080
N -1.927 -0.260 0.109
O 2.591 -0.874 -0.472
O 3.713 0.889 0.564
O -3.028 0.271 0.787
O -1.480 0.655 -0.885
S 0.195 1.917 0.059
H -3.201 -1.497 -1.069
H -1.448 -1.852 -1.111
H -2.407 -2.239 0.335
H 3.816 -1.671 1.013
H 3.035 -2.789 -0.133
H 2.069 -2.042 1.172
H 4.827 0.622 -1.181
H 5.476 1.692 0.091
H 4.140 2.262 -0.945
H -2.071 1.608 2.072
H -2.203 -0.078 2.657
H -3.658 0.946 2.552
H -3.019 2.062 -0.939
H -3.182 0.691 -2.063
H -1.940 1.936 -2.363

HOMO-LUMO gap (alpha / beta) = 7.916 / 4.930 eV
net charge = +1
electronic energy = -1045.5924 a.u.
largest force on an atom = 5.08 eV Å⁻¹
spin multiplicity = 3
expectation value of S² = 2.010
highest occupied orbital energy (alpha / beta) = -10.60 / -12.75 eV

Listed below, in e, are the Löwdin charges computed for each atom: number 1, C, carries -0.4941; number 2, C, carries 0.0053; number 3, C, carries -0.0236; number 4, C, carries -0.0204; number 5, C, carries -0.0504; number 6, C, carries -0.0464; number 7, N, carries -0.1927; number 8, N, carries -0.1536; number 9, O, carries -0.0469; number 10, O, carries -0.0584; number 11, O, carries -0.1405; number 12, O, carries -0.3437; number 13, S, carries 1.0578; number 14, H, carries 0.1023; number 15, H, carries 0.1052; number 16, H, carries 0.1060; number 17, H, carries 0.0986; number 18, H, carries 0.1061; number 19, H, carries 0.0991; number 20, H, carries 0.0998; number 21, H, carries 0.1070; number 22, H, carries 0.0996; number 23, H, carries 0.0741; number 24, H, carries 0.0969; number 25, H, carries 0.1034; number 26, H, carries 0.0992; number 27, H, carries 0.1048; number 28, H, carries 0.1055

=====

No. 2
An isolated ion of composition C7H11N2 and charge +1 at a distorted geometry, computed with ωB97M-V with the def2-TZVPD basis set.

CARTESIAN COORDINATES (ANGSTROEM)
C -1.850 0.923 0.467
C -1.733 0.845 1.999
C -0.759 0.713 -0.404
C 0.439 0.136 -0.045
C -2.196 -0.338 1.363
C 1.480 -0.180 -0.922
C 2.770 -0.703 -0.401
N -2.568 -1.491 1.359
N 1.392 -0.041 -2.235
H -2.701 1.469 0.082
H -0.748 0.851 2.444
H -0.927 0.997 -1.435
H 0.609 -0.106 0.992
H 3.579 -0.014 -0.645
H 3.012 -1.657 -0.871
H 2.751 -0.843 0.674
H -2.834 -2.022 0.541
H 0.563 0.310 -2.688
H -2.454 1.433 2.550
H 2.173 -0.281 -2.826

HOMO-LUMO gap (alpha / beta) = 7.685 / 7.684 eV
SMILES = [H]/N=C1/C[C@H]1/C=C/C(C)=[NH2+]
net charge = +1
electronic energy = -382.5231 a.u.
largest force on an atom = 1.47 eV Å⁻¹
spin multiplicity = 1
energy above the lowest of the compared OMol25 structures with the same formula, charge and spin = 63.09 kcal/mol
highest occupied orbital energy (alpha / beta) = -12.55 / -12.55 eV

Listed below, in e, are the Löwdin charges computed for each atom: number 1, C, carries -0.1515; number 2, C, carries -0.0105; number 3, C, carries 0.0050; number 4, C, carries -0.0322; number 5, C, carries -0.2894; number 6, C, carries -0.2982; number 7, C, carries 0.0067; number 8, N, carries 0.2362; number 9, N, carries 0.2082; number 10, H, carries 0.1452; number 11, H, carries 0.1249; number 12, H, carries 0.1260; number 13, H, carries 0.1161; number 14, H, carries 0.1105; number 15, H, carries 0.1079; number 16, H, carries 0.0941; number 17, H, carries 0.0980; number 18, H, carries 0.1254; number 19, H, carries 0.1361; number 20, H, carries 0.1417

=====

No. 3
One molecule with the formula C3H4OS at a distorted geometry, computed with ωB97M-V with the def2-TZVPD basis set.

CARTESIAN COORDINATES (ANGSTROEM)
C 0.644 -0.926 -0.922
C 0.044 0.017 -0.270
C -1.086 0.749 0.193
O 2.265 -1.029 1.315
S 1.908 0.160 -0.288
H 0.619 -1.948 -1.139
H -2.043 0.141 0.579
H -1.401 1.364 -0.584
H -0.950 1.474 1.116

HOMO-LUMO gap (alpha / beta) = 9.008 / 9.009 eV
net charge = 0
electronic energy = -589.9126 a.u.
largest force on an atom = 5.60 eV Å⁻¹
spin multiplicity = 1
energy above the lowest of the compared OMol25 structures with the same formula, charge and spin = 133.04 kcal/mol
highest occupied orbital energy (alpha / beta) = -8.71 / -8.71 eV

Listed below, in e, are the Löwdin charges computed for each atom: number 1, C, carries -0.2467; number 2, C, carries -0.4496; number 3, C, carries -0.0908; number 4, O, carries -0.6282; number 5, S, carries 1.0105; number 6, H, carries 0.0784; number 7, H, carries 0.1409; number 8, H, carries 0.0507; number 9, H, carries 0.1349

=====

No. 4
C30H33CaN13OS3 as an isolated structure, computed with ωB97M-V with the def2-TZVPD basis set.

CARTESIAN COORDINATES (ANGSTROEM)
Ca -0.724 0.390 -1.014
N -2.153 -0.542 -2.878
C -3.391 0.206 -3.085
C -3.092 1.679 -3.334
N -2.287 2.345 -2.300
C -3.109 2.966 -1.256
C -3.840 1.971 -0.369
N -2.914 0.983 0.188
C -1.399 3.343 -2.914
C -0.105 2.716 -3.402
N 0.618 2.166 -2.259
H -1.617 -0.641 -3.735
H -2.364 -1.479 -2.552
H -4.002 0.055 -2.198
H -3.975 -0.161 -3.938
H -4.035 2.222 -3.497
H -2.537 1.740 -4.274
H -3.837 3.670 -1.690
H -2.439 3.544 -0.618
H -4.619 1.460 -0.934
H -4.358 2.541 0.409
H -3.375 0.085 0.299
H -2.550 1.268 1.096
H -1.147 4.091 -2.158
H -1.905 3.879 -3.729
H 0.469 3.457 -3.968
H -0.317 1.890 -4.087
H 1.127 2.872 -1.740
H 1.287 1.451 -2.538
S 4.393 0.865 4.659
N 3.859 2.075 3.733
C 2.603 1.798 3.431
C 1.746 2.591 2.571
C 2.188 3.760 1.960
C 1.341 4.413 1.095
C 0.090 3.852 0.853
N -0.351 2.742 1.422
C 0.455 2.123 2.295
C -0.051 0.892 2.950
N -1.319 0.540 2.713
C -1.792 -0.547 3.298
C -1.049 -1.349 4.159
C 0.259 -0.997 4.409
C 0.776 0.142 3.798
C 2.138 0.591 4.009
N 3.053 -0.035 4.730
H 3.189 4.119 2.163
H 1.634 5.328 0.598
H -0.588 4.337 0.157
H -2.824 -0.799 3.072
H -1.500 -2.219 4.617
H 0.893 -1.575 5.068
S 0.898 -1.216 -2.648
C 2.436 -1.509 -1.873
C 3.285 -2.472 -2.434
C 4.512 -2.797 -1.880
C 5.319 -3.813 -2.496
N 5.947 -4.639 -2.992
C 4.939 -2.137 -0.721
C 4.114 -1.173 -0.158
C 2.871 -0.843 -0.700
S 1.912 0.356 0.166
C 6.195 -2.445 -0.099
N 7.203 -2.682 0.399
H 2.958 -2.983 -3.329
H 4.440 -0.660 0.738
C -0.291 -5.096 1.471
N -0.926 -3.960 0.848
C -2.300 -3.909 0.407
C -2.426 -2.439 0.012
O -3.438 -1.955 -0.476
N -1.256 -1.793 0.269
C -0.420 -2.714 0.790
N 0.783 -2.411 1.236
H -0.829 -5.997 1.185
H -0.289 -5.021 2.563
H 0.735 -5.207 1.118
H -3.008 -4.152 1.204
H -2.492 -4.557 -0.450
H 1.152 -1.460 1.049
H 1.426 -3.131 1.514

HOMO-LUMO gap = 6.204 eV
net charge = 0
electronic energy = -3822.5149 a.u.
largest force on an atom = 0.17 eV Å⁻¹
spin multiplicity = 1
energy above the lowest of the compared OMol25 structures with the same formula, charge and spin = 0.00 kcal/mol
highest occupied orbital energy = -6.78 eV

Listed below, in e, are the Löwdin charges computed for each atom: number 1, Ca, carries 1.0008; number 2, N, carries -0.0775; number 3, C, carries -0.2407; number 4, C, carries -0.1799; number 5, N, carries -0.1998; number 6, C, carries -0.1969; number 7, C, carries -0.2328; number 8, N, carries -0.0428; number 9, C, carries -0.2031; number 10, C, carries -0.2439; number 11, N, carries -0.0876; number 12, H, carries 0.0554; number 13, H, carries 0.0613; number 14, H, carries 0.0849; number 15, H, carries 0.1194; number 16, H, carries 0.1280; number 17, H, carries 0.1162; number 18, H, carries 0.1273; number 19, H, carries 0.0926; number 20, H, carries 0.1023; number 21, H, carries 0.1177; number 22, H, carries 0.0475; number 23, H, carries 0.0354; number 24, H, carries 0.1056; number 25, H, carries 0.1260; number 26, H, carries 0.1165; number 27, H, carries 0.1074; number 28, H, carries 0.0666; number 29, H, carries 0.0124; number 30, S, carries 1.0109; number 31, N, carries -0.2069; number 32, C, carries -0.3217; number 33, C, carries -0.1347; number 34, C, carries 0.0072; number 35, C, carries -0.0404; number 36, C, carries -0.1433; number 37, N, carries 0.1303; number 38, C, carries -0.2129; number 39, C, carries -0.1670; number 40, N, carries 0.1169; number 41, C, carries -0.1348; number 42, C, carries -0.0513; number 43, C, carries -0.0025; number 44, C, carries -0.1015; number 45, C, carries -0.3144; number 46, N, carries -0.2121; number 47, H, carries 0.1231; number 48, H, carries 0.1084; number 49, H, carries 0.0881; number 50, H, carries 0.1118; number 51, H, carries 0.1048; number 52, H, carries 0.1196; number 53, S, carries 0.4815; number 54, C, carries -0.7157; number 55, C, carries -0.0821; number 56, C, carries -0.2032; number 57, C, carries -0.1838; number 58, N, carries 0.1567; number 59, C, carries -0.2061; number 60, C, carries -0.0822; number 61, C, carries -0.6803; number 62, S, carries 0.5896; number 63, C, carries -0.1883; number 64, N, carries 0.1542; number 65, H, carries 0.1044; number 66, H, carries 0.1038; number 67, C, carries -0.0224; number 68, N, carries -0.0888; number 69, C, carries -0.0330; number 70, C, carries -0.4931; number 71, O, carries 0.0117; number 72, N, carries 0.0941; number 73, C, carries -0.4101; number 74, N, carries 0.2315; number 75, H, carries 0.0948; number 76, H, carries 0.0937; number 77, H, carries 0.0931; number 78, H, carries 0.1379; number 79, H, carries 0.1397; number 80, H, carries -0.0086; number 81, H, carries 0.1152

=====

Q: The highest electronic energy belongs to which entry?
A: C7H11N2

=====

Please write out number 2 again, unchanged.
An isolated ion of composition C7H11N2 and charge +1 at a distorted geometry, computed with ωB97M-V with the def2-TZVPD basis set.

CARTESIAN COORDINATES (ANGSTROEM)
C -1.850 0.923 0.467
C -1.733 0.845 1.999
C -0.759 0.713 -0.404
C 0.439 0.136 -0.045
C -2.196 -0.338 1.363
C 1.480 -0.180 -0.922
C 2.770 -0.703 -0.401
N -2.568 -1.491 1.359
N 1.392 -0.041 -2.235
H -2.701 1.469 0.082
H -0.748 0.851 2.444
H -0.927 0.997 -1.435
H 0.609 -0.106 0.992
H 3.579 -0.014 -0.645
H 3.012 -1.657 -0.871
H 2.751 -0.843 0.674
H -2.834 -2.022 0.541
H 0.563 0.310 -2.688
H -2.454 1.433 2.550
H 2.173 -0.281 -2.826

HOMO-LUMO gap (alpha / beta) = 7.685 / 7.684 eV
SMILES = [H]/N=C1/C[C@H]1/C=C/C(C)=[NH2+]
net charge = +1
electronic energy = -382.5231 a.u.
largest force on an atom = 1.47 eV Å⁻¹
spin multiplicity = 1
energy above the lowest of the compared OMol25 structures with the same formula, charge and spin = 63.09 kcal/mol
highest occupied orbital energy (alpha / beta) = -12.55 / -12.55 eV

Listed below, in e, are the Löwdin charges computed for each atom: number 1, C, carries -0.1515; number 2, C, carries -0.0105; number 3, C, carries 0.0050; number 4, C, carries -0.0322; number 5, C, carries -0.2894; number 6, C, carries -0.2982; number 7, C, carries 0.0067; number 8, N, carries 0.2362; number 9, N, carries 0.2082; number 10, H, carries 0.1452; number 11, H, carries 0.1249; number 12, H, carries 0.1260; number 13, H, carries 0.1161; number 14, H, carries 0.1105; number 15, H, carries 0.1079; number 16, H, carries 0.0941; number 17, H, carries 0.0980; number 18, H, carries 0.1254; number 19, H, carries 0.1361; number 20, H, carries 0.1417

=====

Q: Which value of net charge does entry 2 give?
A: +1